Below is a molecular structure, C2H8B3O5PTm at a distorted geometry, with properties calculated with wB97M-V/def2-TZVPD.

The geometry in XYZ format:
```
20
C2H8B3O5PTm wB97M-V/def2-TZVPD
O -3.95432 1.42703 -0.97066
P -2.78787 1.19442 -0.06138
B -1.37092 0.03274 -0.90149
O -1.77063 -1.25701 -1.05468
B -0.74532 -2.12054 -0.55378
O 0.50067 -1.83029 -1.05126
B 0.87826 -0.51655 -0.93684
C 2.34593 -0.14305 -0.42129
C 2.48330 0.90210 0.64684
O 2.60696 0.50922 1.93508
O -0.12905 0.40272 -1.29203
H -2.30382 2.31031 0.63912
H -3.43144 0.35027 0.97416
H -0.94949 -2.87553 0.32958
H 2.91601 0.18506 -1.30157
H 2.78721 -1.08647 -0.08223
H 1.69532 1.68455 0.67510
H 3.40942 1.55843 0.47200
H 2.82511 -0.44864 2.04167
Tm -5.00533 -0.27875 0.91367
```

Calculated values
E_HOMO (alpha / beta)	-21.269 / -20.891	eV
Kohn-Sham gap (alpha / beta)	9.036 / 6.184	eV
multiplicity	3
total charge	+3